Record 1
The following is a DFT calculation (ωB97M-V with the def2-TZVPD basis set) of a molecular structure, C4H43N2O15 in a non-equilibrium geometry.

LUMO = -2.3 eV
total charge = +1
ΔE to the lowest compared entry with this formula, charge and spin = 4.5562 eV

CARTESIAN COORDINATES (ANGSTROEM)
C: 1.96202 -1.00048 0.90788
N: 2.69678 -0.91137 2.16223
C: 2.32655 -1.95041 3.18536
C: 0.55790 -0.42769 1.21500
N: 0.24631 0.79182 0.40870
C: -0.47077 0.52021 -0.84652
H: 2.47892 -0.46548 0.11595
H: 2.02356 -2.00354 0.47388
H: 3.70488 -0.86978 2.11177
H: 2.82442 -2.90052 2.99929
H: 2.63401 -1.46335 4.10699
H: 1.24654 -1.91296 3.06121
H: -0.13924 -1.25127 1.07266
H: 0.57523 -0.07562 2.23324
H: 1.14669 1.17453 0.10411
H: -0.18640 1.52030 0.96993
H: -0.13325 -0.46058 -1.17275
H: -1.55345 0.48137 -0.74560
H: -0.39173 1.28373 -1.57828
H: 2.13061 3.59472 -0.71745
H: 2.87871 3.87739 -2.04893
O: 2.45604 3.18736 -1.53012
H: 0.53736 2.95507 2.16525
H: -0.90481 3.46261 2.15632
O: -0.03878 3.60029 2.58235
H: -1.38809 -2.72824 -2.45832
H: -0.47578 -2.73434 -3.60446
O: -1.24859 -2.24994 -3.28488
H: -3.62647 -0.25508 -3.65349
H: -2.29073 -0.28610 -3.11776
O: -3.19157 -0.19761 -2.79238
H: -3.79615 -0.65990 0.87034
H: -4.73380 0.56014 0.73351
O: -3.92874 0.25790 1.16429
H: -2.30838 2.31413 0.25119
H: -2.50947 1.51752 1.49416
O: -2.08714 2.34567 1.19103
H: 2.52740 2.69813 2.26797
H: 3.22073 1.85999 1.22921
O: 2.61846 2.60886 1.31484
H: -0.69029 4.00126 -0.20065
H: -0.04363 3.62992 -1.50576
O: -0.14462 3.31533 -0.60692
H: -0.49443 -2.57886 4.43027
H: 0.17222 -3.69668 3.72718
O: -0.44916 -2.97639 3.55543
H: 3.84319 0.00892 -2.36510
H: 2.86389 -1.12264 -2.14290
O: 3.15219 -0.28447 -1.75970
H: -2.47095 -0.97598 -0.88436
H: -3.56339 -1.76210 -1.29012
O: -2.98507 -1.71057 -0.52828
H: 1.83422 1.08491 -3.82611
H: 1.17216 1.85199 -2.64644
O: 1.00152 1.28745 -3.40976
H: 0.27613 -3.52803 0.14953
H: 0.04128 -4.05399 -1.21862
O: 0.64282 -3.46513 -0.74885
H: -1.76614 -4.43778 1.71631
H: -0.87742 -3.20540 2.34319
O: -1.24365 -3.65525 1.57414
H: -1.13001 2.19858 -3.09657
H: -2.50078 2.03689 -3.52716
O: -2.02985 2.23056 -2.73645

Record 2
The following is a DFT calculation (ωB97M-V with the def2-TZVPD basis set) of 16 unconnected molecules or ions with the total composition C71H176BN12O31 in a non-equilibrium geometry.

LUMO = 2.0 eV
total charge = -1

CARTESIAN COORDINATES (ANGSTROEM)
O: 27.88354 12.15231 37.47422
C: 28.07396 11.65844 36.34090
O: 28.97018 10.75956 36.06065
B: 28.97069 10.53436 34.64044
O: 27.88903 11.37580 34.08668
C: 27.37260 12.11998 35.05819
O: 26.57484 13.08760 35.03608
O: 28.71587 9.15647 34.27480
C: 29.86510 8.66551 33.70755
O: 30.10434 7.50526 33.34670
C: 30.82435 9.89476 33.40630
O: 30.26642 10.93915 33.99134
O: 31.89999 9.88798 32.77294
C: 24.08653 19.00832 32.07233
O: 24.43066 17.63819 32.55009
C: 25.50563 17.72752 33.47669
C: 25.11698 18.48957 34.75335
N: 25.00325 17.75315 36.02160
C: 23.69205 17.00973 36.00659
C: 23.25336 16.38477 37.39868
O: 23.57180 15.01347 37.43195
C: 25.01336 14.83834 37.64160
H: 23.87393 19.73241 32.85884
H: 23.22905 18.94410 31.40248
H: 24.92425 19.38938 31.48828
H: 26.38076 18.19127 33.02151
H: 25.91487 16.72704 33.61694
H: 24.34004 19.24890 34.66461
H: 26.00103 19.12058 34.84499
H: 25.69749 17.02192 35.96302
H: 23.74235 16.18016 35.30132
H: 22.88557 17.65264 35.65396
H: 22.18607 16.53340 37.56273
H: 23.81345 16.98939 38.11201
H: 25.38707 15.21331 38.59441
H: 25.53558 15.26279 36.78414
H: 25.15854 13.76254 37.54324
C: 31.19607 2.20641 32.07270
O: 30.01568 1.84676 31.32119
C: 30.22142 1.22358 30.04853
C: 28.81026 1.26988 29.40786
N: 28.56716 2.57757 28.85488
C: 27.38568 2.63480 27.98700
C: 26.34970 3.65294 28.55793
O: 25.90134 3.34747 29.96702
C: 24.54748 3.38974 30.18896
H: 31.08763 3.04788 32.75702
H: 32.09516 2.39297 31.48539
H: 31.52214 1.29869 32.58046
H: 30.64960 0.22415 30.12543
H: 31.00270 1.66474 29.42958
H: 28.03969 1.25558 30.17866
H: 28.61687 0.46493 28.69881
H: 28.20691 3.13307 29.61760
H: 26.93273 1.65039 28.10473
H: 27.63319 2.84981 26.94748
H: 25.48113 3.73538 27.90456
H: 26.77146 4.65319 28.65650
H: 24.44927 3.56102 31.26093
H: 24.23842 2.36577 29.97907
H: 24.11175 4.21362 29.62375
C: 28.58973 -1.65472 34.75311
O: 28.77068 -0.31162 35.37470
C: 28.54679 0.70265 34.23619
C: 29.06870 2.15131 34.51813
N: 28.39701 2.82341 35.64934
C: 27.12527 3.51238 35.45349
C: 27.19286 4.75563 34.55642
O: 25.99302 5.64552 34.46047
C: 26.06709 6.95670 33.83128
H: 27.65546 -1.71778 34.19520
H: 28.50612 -2.29284 35.63283
H: 29.38106 -2.00245 34.08905
H: 27.50838 0.68849 33.90513
H: 29.13897 0.52338 33.33881
H: 29.10618 2.79578 33.63986
H: 30.11981 2.01437 34.77213
H: 29.14717 3.41524 35.97661
H: 26.60419 3.69351 36.39358
H: 26.38390 2.89015 34.95219
H: 27.58677 4.54417 33.56233
H: 28.01508 5.23917 35.08391
H: 27.02325 7.34354 34.18371
H: 25.35272 7.73794 34.09097
H: 26.07230 6.83953 32.74760
C: 35.38992 9.06674 29.54974
O: 34.10207 8.70848 29.09612
C: 33.19379 8.16776 29.97986
C: 33.53722 6.82619 30.55351
N: 33.36595 5.70140 29.60545
C: 31.97674 5.28029 29.42263
C: 31.77452 4.72828 28.04362
O: 31.72257 5.73361 27.01545
C: 31.69981 5.18030 25.71036
H: 36.08905 9.48547 28.82588
H: 35.99889 8.20539 29.82423
H: 35.44482 9.69725 30.43717
H: 32.18774 8.04780 29.57790
H: 33.11587 8.82493 30.84598
H: 32.97195 6.57460 31.45087
H: 34.49179 6.86946 31.07795
H: 33.74387 5.97609 28.71001
H: 31.37580 6.18769 29.36258
H: 31.65542 4.60786 30.21804
H: 30.87408 4.11597 28.09253
H: 32.61133 4.08569 27.76988
H: 31.57443 6.07608 25.10211
H: 30.80056 4.59457 25.51973
H: 32.60738 4.58880 25.58974
C: 40.74566 14.11182 36.21744
O: 40.03183 13.53801 35.02164
C: 38.64960 14.02680 34.88776
C: 37.81425 13.22915 33.85557
N: 37.61863 11.91140 34.38222
C: 37.31798 10.90385 33.27769
C: 38.43748 10.76754 32.23535
O: 38.35027 11.79613 31.24332
C: 39.40099 11.58532 30.22869
H: 40.30845 13.68140 37.11838
H: 40.86639 15.19396 36.16751
H: 41.79658 13.83006 36.15201
H: 38.57258 15.04584 34.50867
H: 38.10700 14.05593 35.83266
H: 38.41119 13.16081 32.94613
H: 36.83758 13.67380 33.66452
H: 38.52187 11.67000 34.76429
H: 36.44730 11.31607 32.76768
H: 37.16764 9.90169 33.67913
H: 38.43737 9.78045 31.77301
H: 39.39835 10.83403 32.74566
H: 39.40998 12.23729 29.35522
H: 39.29022 10.58344 29.81390
H: 40.37911 11.64478 30.70602
C: 20.18207 13.10522 43.94526
O: 21.04988 12.68904 43.03247
C: 21.93719 11.68496 43.44613
C: 23.08118 11.71275 42.53028
N: 23.98193 12.87295 42.65331
C: 25.33482 12.61960 42.29144
C: 26.09308 13.90343 42.63384
O: 27.36231 13.77783 42.03759
C: 28.07764 15.03961 42.08046
H: 20.69410 13.82356 44.58550
H: 19.61319 12.37063 44.51521
H: 19.39303 13.54943 43.33847
H: 21.34961 10.77733 43.30811
H: 22.23146 11.76285 44.49276
H: 22.74194 11.63063 41.49768
H: 23.67250 10.80763 42.66886
H: 23.89082 13.06317 43.64104
H: 25.40491 12.30569 41.24998
H: 25.99424 11.91641 42.80015
H: 26.03116 14.02774 43.71495
H: 25.58325 14.74882 42.17179
H: 28.00511 15.52323 43.05461
H: 27.53510 15.76516 41.47439
H: 29.14149 14.96517 41.85512
C: 28.87427 17.35723 30.82499
O: 28.94344 15.94001 31.37321
C: 27.75957 15.18761 31.15733
C: 28.11756 13.69068 31.51452
N: 28.90737 13.04562 30.42972
C: 29.43820 11.63964 30.79201
C: 30.11068 11.08001 29.51518
O: 30.86757 12.00016 28.77994
C: 31.82275 11.46403 27.88221
H: 27.96576 17.86813 31.14388
H: 28.86358 17.27629 29.73805
H: 29.70470 18.03091 31.03632
H: 27.40540 15.35083 30.13948
H: 26.88812 15.39422 31.77860
H: 27.21752 13.08624 31.62715
H: 28.71596 13.47289 32.39916
H: 29.55180 13.71326 30.03091
H: 28.66799 10.97785 31.18812
H: 30.20209 11.90161 31.52408
H: 29.35409 10.72643 28.81471
H: 30.71324 10.23141 29.83907
H: 32.59583 12.23152 27.84476
H: 31.46658 11.32623 26.86130
H: 32.23036 10.52854 28.26539
C: 33.08555 12.38888 36.85503
O: 32.05600 13.31618 37.16542
C: 32.01714 13.73480 38.56815
C: 30.60436 14.30939 38.86609
N: 30.48328 15.77213 38.48552
C: 29.09750 16.23102 38.65456
C: 29.04300 17.75731 38.28454
O: 27.70329 18.15127 38.62867
C: 27.33303 19.38368 38.07044
H: 33.14957 11.54406 37.54080
H: 34.05630 12.88459 36.85531
H: 32.71646 12.03100 35.89389
H: 32.87279 14.33437 38.87877
H: 32.24261 12.87750 39.20244
H: 30.42845 14.37456 39.93982
H: 29.77403 13.81088 38.36595
H: 30.79427 15.82490 37.52604
H: 28.87641 16.08849 39.71234
H: 28.37478 15.63268 38.09979
H: 29.26521 17.83840 37.22052
H: 29.77878 18.30148 38.87666
H: 27.93519 20.20377 38.46155
H: 26.34904 19.51823 38.51960
H: 27.20609 19.39723 36.98795
C: 33.71936 7.45288 34.95157
O: 33.97648 8.02486 33.74336
H: 32.89914 6.74339 34.84215
H: 34.56837 6.99033 35.45489
H: 33.41819 8.21739 35.66776
H: 33.11813 8.40553 33.54355
C: 33.79328 3.61609 35.08157
O: 32.62272 4.14164 35.78560
H: 33.49989 2.99372 34.23618
H: 34.35965 4.44771 34.66238
H: 34.47055 3.02685 35.69981
H: 32.29151 3.58494 36.49410
C: 23.09906 14.05038 33.35662
O: 23.07602 15.16874 32.42879
H: 23.95104 13.39183 33.18770
H: 23.25342 14.45160 34.35827
H: 22.19790 13.44417 33.26430
H: 23.65220 15.82743 32.82343
C: 24.06283 8.16804 29.86173
C: 24.91869 9.30067 29.13141
C: 24.68302 10.67300 29.87979
O: 25.04065 11.78840 29.02895
C: 24.84121 13.06029 29.66739
N: 26.33578 8.98303 29.13416
H: 24.18301 7.17265 29.43411
H: 22.98147 8.29940 29.90049
H: 24.29969 8.15360 30.92559
H: 24.47053 9.39832 28.14261
H: 25.25744 10.78636 30.79919
H: 23.64138 10.86475 30.13730
H: 25.19879 13.88870 29.05585
H: 25.25531 13.25286 30.65711
H: 23.78177 13.22738 29.86169
H: 26.90943 9.79354 28.94950
H: 26.66272 8.28987 28.47633
C: 25.37483 7.51879 38.35163
C: 25.98507 8.83858 37.71938
C: 25.01517 9.98500 37.35578
O: 24.15492 10.24707 38.42248
C: 23.04228 11.17223 38.26510
N: 27.07297 9.22300 38.66895
H: 24.98826 7.69713 39.35505
H: 26.11599 6.73743 38.51973
H: 24.60528 7.06882 37.72440
H: 26.46037 8.49946 36.79896
H: 24.43712 9.79132 36.45221
H: 25.58556 10.89767 37.18321
H: 22.15778 10.87164 38.82670
H: 22.75125 11.27457 37.21967
H: 23.15595 12.12253 38.78674
H: 26.54627 9.88282 39.22332
H: 27.54079 9.97366 38.18135
C: 31.45926 16.67652 33.44454
C: 31.15257 15.38836 34.24113
C: 31.81137 14.15984 33.54388
O: 33.22521 14.26277 33.41616
C: 33.82764 13.12478 32.73841
N: 31.58269 15.57218 35.58476
H: 30.83281 17.40222 33.96321
H: 31.07846 16.64285 32.42377
H: 32.54552 16.75546 33.40091
H: 30.07592 15.26580 34.12325
H: 31.45560 14.06308 32.51813
H: 31.54048 13.26085 34.09755
H: 33.67557 13.14430 31.65925
H: 33.47905 12.13840 33.04443
H: 34.90540 13.01301 32.85699
H: 31.76694 14.65705 35.97034
H: 32.53968 15.88822 35.51850
C: 30.15652 6.78768 36.82076
C: 31.00548 7.12817 38.04419
C: 30.24024 8.17527 38.82123
O: 31.04661 8.59365 39.94215
C: 30.46551 9.81620 40.46128
N: 31.37286 6.04725 38.97493
H: 29.13177 6.61996 37.15220
H: 30.36870 5.82348 36.35882
H: 30.14200 7.59678 36.09052
H: 31.95030 7.63012 37.83569
H: 29.27398 7.81245 39.17164
H: 29.94562 8.98467 38.15327
H: 30.99802 10.06720 41.37862
H: 29.38615 9.82696 40.61284
H: 30.65226 10.58666 39.71320
H: 31.64952 5.26853 38.39429
H: 30.54448 5.62626 39.37072

Record 3
The following is a DFT calculation (ωB97M-V with the def2-TZVPD basis set) of 2 unconnected molecules or ions with the total composition C2H4NS in a non-equilibrium geometry.

LUMO (spin up / spin down) = -4.7 / -8.5 eV
total charge = +1
2S+1 = 3
ΔE to the lowest compared entry with this formula, charge and spin = 7.2589 eV

CARTESIAN COORDINATES (ANGSTROEM)
C: 0.32929 -0.53535 -0.66379
C: 0.22891 0.77032 0.00494
N: -0.46410 -0.32397 0.60067
S: 1.88463 0.13540 0.06762
H: 0.03514 -1.16701 -1.48804
H: -0.55884 2.12683 -0.68767
H: -1.53189 -0.42093 0.68217
H: 0.07686 -0.58530 1.48409

Record 4
The following is a DFT calculation (ωB97M-V with the def2-TZVPD basis set) of a molecular structure, C3H5KO3 in a non-equilibrium geometry.

LUMO = -0.5 eV
ΔE to the lowest compared entry with this formula, charge and spin = 0.0000 eV

CARTESIAN COORDINATES (ANGSTROEM)
H: 0.88977 -1.40117 -0.98999
O: 0.41946 0.77001 -0.73802
C: 1.11193 -0.76696 -0.10868
C: -0.86540 0.82583 -0.18956
O: 2.32005 -0.55881 0.20438
O: 0.21088 -0.93522 0.91569
C: -1.08016 -0.54288 0.47340
K: 2.78089 1.77678 -0.24557
H: -1.63667 0.99007 -0.96188
H: -0.95622 1.62532 0.56777
H: -1.44578 -1.27270 -0.26849
H: -1.74875 -0.51026 1.34093

What is the formula in the second record? C71H176BN12O31

Which formula does entry 2 have? C71H176BN12O31